(1)
This record from OMol25 describes C32H24BrN8O2SeSn as an isolated structure. The level of theory is ωB97M-V/def2-TZVPD.

Last column: Mulliken charge in e.
Element x y z (Å)
Sn 12.326 13.709 11.427  1.179
C 11.831 13.071 15.766  -1.110
C 10.493 12.583 15.849  -0.388
C 9.704 12.559 14.679  -0.833
C 10.147 13.136 13.519  0.554
N 11.449 13.624 13.468  0.541
C 12.222 13.594 14.580  0.034
C 9.392 13.234 12.288  0.185
C 8.004 12.962 12.110  -0.705
C 7.483 12.909 10.807  -0.798
C 8.323 13.083 9.724  -0.945
C 9.685 13.314 9.932  1.047
N 10.170 13.467 11.175  0.441
C 10.671 13.368 8.912  0.353
C 10.426 13.063 7.547  -1.274
C 11.483 13.229 6.645  -0.499
C 12.760 13.669 7.071  -0.968
C 12.961 13.818 8.470  -0.180
N 11.936 13.738 9.314  0.261
H 12.471 12.996 16.616  0.504
H 10.106 12.269 16.829  0.410
H 8.772 11.974 14.775  0.333
H 13.293 13.849 14.412  0.376
H 7.353 12.739 12.993  0.351
H 6.436 12.641 10.663  0.417
H 7.936 13.075 8.655  0.270
H 9.459 12.890 7.102  0.367
H 11.311 13.117 5.560  0.395
H 13.637 13.882 6.438  0.444
H 13.944 14.020 8.865  0.593
Br 10.608 16.896 9.083  -0.067
C 11.538 17.184 10.700  0.065
C 11.541 18.539 11.122  -0.609
C 12.325 18.857 12.209  -0.497
C 13.306 17.980 12.589  -0.805
C 13.203 16.700 12.145  0.099
N 12.242 16.233 11.359  0.315
C 14.262 15.810 12.578  0.430
O 15.271 16.280 13.145  -0.683
O 14.073 14.506 12.284  -0.204
H 11.043 19.282 10.489  0.402
H 12.094 19.798 12.782  0.383
H 14.101 18.247 13.218  0.626
N 20.694 13.591 12.068  -0.472
C 19.489 13.664 11.437  0.859
C 19.181 12.991 10.180  -0.552
C 18.004 13.349 9.506  -0.349
N 17.099 14.153 10.085  -0.413
C 17.329 14.639 11.281  0.183
C 18.442 14.397 12.023  -0.728
H 21.415 13.018 11.682  0.194
H 20.980 14.103 12.872  0.185
H 19.818 12.203 9.754  0.342
H 17.714 12.999 8.458  0.331
H 16.469 15.163 11.722  0.128
H 18.497 14.717 13.081  0.338
Se 11.771 10.212 10.543  0.277
N 12.837 11.584 11.367  -0.393
C 13.811 10.942 12.117  0.798
C 14.905 11.519 12.788  0.406
C 15.893 10.728 13.402  -0.902
C 15.796 9.326 13.328  -0.404
C 14.779 8.635 12.649  -0.758
C 13.789 9.432 12.001  0.362
N 12.813 8.882 11.229  -0.744
H 15.039 12.655 12.796  0.254
H 16.708 11.083 14.014  0.489
H 16.496 8.781 13.946  0.373
H 14.784 7.551 12.355  0.383

Calculated values
ΔE to the lowest compared entry with this formula, charge and spin (kcal per mole): 84.7
Net charge: +1
HOMO energy (alpha / beta) (eV): -8.047 / -7.976
Lowest unoccupied orbital energy (alpha / beta) (eV): -4.25 / -4.25
Total energy (a.u.): -7011.80411



(2)
This record from OMol25 describes one molecule with the formula C5H9NO. The level of theory is ωB97M-V/def2-TZVPD.

Last column: Mulliken charge in e.
Element x y z (Å)
C 2.445 0.363 0.034  -0.703
O 1.094 0.714 0.174  -0.289
C 0.335 -0.437 0.402  -0.834
C -1.142 -0.023 0.381  0.692
C -1.537 0.716 -0.903  -1.366
C -1.965 -1.221 0.590  0.037
N -2.585 -2.184 0.749  -0.451
H 2.975 1.259 -0.291  0.245
H 2.540 -0.454 -0.700  0.314
H 2.868 0.007 0.985  0.279
H 0.592 -0.889 1.374  0.405
H 0.589 -1.192 -0.367  0.387
H -1.322 0.645 1.234  0.229
H -2.600 0.972 -0.900  0.387
H -0.954 1.636 -0.989  0.341
H -1.333 0.087 -1.774  0.325

Calculated values
ΔE to the lowest compared entry with this formula, charge and spin (kcal per mole): 34.5
HOMO energy (eV): -10.449
SMILES: COC[C@@H](C)C#N
Lowest unoccupied orbital energy (eV): 0.84
Total energy (a.u.): -325.88256



(3)
This record from OMol25 describes a 2-piece molecular cluster, C3H6N2O overall. The level of theory is ωB97M-V/def2-TZVPD.

Last column: Mulliken charge in e.
Element x y z (Å)
N -0.341 -0.619 -2.432  -0.628
C -1.051 -0.378 -1.466  0.695
N -1.839 -0.002 -0.605  -0.571
H 0.655 -0.755 -2.319  0.289
H -2.299 -0.712 -0.048  0.287
C 1.123 0.632 0.581  -0.541
C 0.101 -0.010 1.490  0.133
O -0.162 -1.190 1.503  -0.485
H 1.074 0.251 -0.441  -0.063
H 2.116 0.384 0.967  0.294
H 1.006 1.718 0.562  0.273
H -0.382 0.683 2.210  0.317

Calculated values
ΔE to the lowest compared entry with this formula, charge and spin (kcal per mole): 43.9
HOMO energy (eV): -10.084
SMILES: N=C=N.CC=O
Lowest unoccupied orbital energy (eV): 0.93
Total energy (a.u.): -302.62316



(4)
This record from OMol25 describes a 2-piece molecular cluster, C7H14 overall. The level of theory is ωB97M-V/def2-TZVPD.

Last column: Mulliken charge in e.
Element x y z (Å)
C 0.158 1.790 -1.941  -1.253
C 0.502 1.414 -0.486  -0.286
C -0.665 0.697 0.129  -0.701
C -0.156 0.091 1.530  -0.489
C -1.132 -0.749 2.156  -1.165
H -0.443 0.989 -2.494  0.271
H -0.675 2.558 -1.795  0.315
H 0.996 2.059 -2.578  0.362
H 0.860 2.204 0.081  0.331
H 1.251 0.566 -0.507  0.248
H -1.422 1.444 0.384  0.366
H -1.209 0.024 -0.568  0.366
H 0.046 0.906 2.267  0.246
H 0.803 -0.224 1.314  0.510
H -1.415 -1.762 1.632  0.236
H -0.641 -0.992 3.130  0.332
H -2.132 -0.337 2.439  0.304
C 1.275 -2.308 -1.701  -0.515
C 1.181 -3.035 -0.648  -0.281
H 1.766 -1.799 -2.546  0.315
H 1.053 -3.536 0.201  0.489

Calculated values
ΔE to the lowest compared entry with this formula, charge and spin (kcal per mole): 97.8
HOMO energy (eV): -10.267
SMILES: CCCCC.C#C
Lowest unoccupied orbital energy (eV): 1.15
Total energy (a.u.): -274.96045